The following is a quantum chemistry calculation of a structure of composition C23H42MgN5O in a non-equilibrium geometry, from the Open Molecules 2025 dataset.

Computed properties:
⟨S²⟩	0.754
HOMO (spin up / spin down)	-15.84 / -15.84	eV
net charge	+2
2S+1	2
energy above the lowest of the compared OMol25 structures with the same formula, charge and spin	8.4	kcal per mole

Cartesian coordinates (Å):
Mg -0.2123 -0.3867 0.0488
C 1.9071 -3.9642 -0.0534
C 0.5191 -3.6015 -0.3221
C -0.2523 -4.3702 0.6422
O 0.2496 -2.2069 -0.3922
H 2.0511 -3.6629 0.9841
H 2.5241 -3.4167 -0.7659
H 2.1709 -5.0218 -0.0472
H 0.3104 -4.0094 -1.3111
H -0.1561 -4.1051 1.6951
H -0.1365 -5.4487 0.5345
H -1.2882 -4.3109 0.3085
C 4.6548 -1.8034 -0.6674
C 5.0109 -0.6687 0.2513
C 4.0766 -0.3960 1.4614
C 2.7388 0.0251 1.0503
N 1.6710 0.2377 0.6548
H 4.5865 -2.7739 -0.1760
H 5.2138 -1.7948 -1.6031
H 3.6685 -1.5307 -1.0429
H 5.2161 0.2841 -0.2367
H 6.0387 -0.8994 0.5315
H 4.5241 0.4139 2.0375
H 4.0544 -1.2832 2.0942
C -7.1130 0.1786 0.2480
C -5.6625 -0.1419 0.5407
C -4.8543 -0.4679 -0.7409
C -3.3978 -0.5005 -0.6117
N -2.2676 -0.6615 -0.4707
H -7.0508 1.0998 -0.3315
H -7.6789 0.2217 1.1785
H -7.6014 -0.4637 -0.4848
H -5.5107 -0.9656 1.2382
H -5.1777 0.5897 1.1870
H -5.0785 0.1244 -1.6280
H -5.2241 -1.4511 -1.0318
C 0.0820 2.2007 4.2926
C 1.0099 1.1055 4.4457
C 0.4315 -0.3141 4.4684
C -0.2268 -0.5023 3.2048
N -0.6512 -0.5708 2.1042
H -0.3482 1.9909 3.3133
H 0.4831 3.2116 4.2209
H -0.5071 1.9573 5.1769
H 1.5683 1.2578 5.3694
H 1.7673 1.2214 3.6704
H -0.1922 -0.5169 5.3391
H 1.2714 -1.0015 4.5690
C 3.0023 -1.5680 -3.9322
C 2.3482 -0.3485 -4.6944
C 1.8891 0.8071 -3.7554
C 0.9465 0.5207 -2.6978
N 0.2004 0.3405 -1.7990
H 3.1344 -2.4824 -4.5105
H 2.3054 -1.8489 -3.1426
H 3.9043 -1.2628 -3.4016
H 1.5378 -0.8282 -5.2432
H 3.0004 0.1014 -5.4430
H 1.5779 1.7095 -4.2817
H 2.7765 1.0994 -3.1940
C -3.2146 4.4412 -1.5160
C -1.7341 4.7186 -1.2907
C -1.2749 4.4342 0.1871
C -1.0176 2.9851 0.3471
N -0.7868 1.8291 0.5616
H -3.4308 4.5318 -2.5805
H -3.8748 5.1522 -1.0193
H -3.5057 3.4226 -1.2595
H -1.4347 5.7029 -1.6508
H -1.2326 4.0143 -1.9545
H -2.0163 4.7193 0.9335
H -0.3119 4.9014 0.3930